1.
# C48H136N12O14

14 unconnected molecules or ions with the total composition C48H136N12O14 at a distorted geometry (ωB97M-V/def2-TZVPD, OMol25).

Geometry as ORCA input:
```
! wB97M-V def2-TZVPD RIJCOSX def2/J DEFGRID3
* xyz 0 1
O -0.166 4.064 -5.981
H -0.429 4.435 -6.823
H -0.921 4.206 -5.410
O -2.219 -5.275 -3.579
H -1.711 -5.070 -4.364
H -3.060 -4.839 -3.717
C 7.029 -4.654 -4.450
C 5.572 -4.164 -4.838
C 4.627 -4.061 -3.610
O 4.288 -5.357 -3.096
C 3.503 -5.360 -1.883
N 5.796 -2.918 -5.523
H 6.866 -5.690 -4.152
H 7.475 -3.996 -3.704
H 7.728 -4.782 -5.276
H 5.055 -4.792 -5.564
H 3.714 -3.586 -3.969
H 5.029 -3.383 -2.857
H 4.046 -4.822 -1.107
H 3.435 -6.399 -1.561
H 2.536 -4.947 -2.173
H 6.313 -3.096 -6.372
H 6.473 -2.447 -4.940
C -5.572 -0.729 5.171
C -4.584 -1.945 5.261
C -5.269 -3.266 4.864
O -6.480 -3.559 5.528
C -6.269 -3.930 6.920
N -3.397 -1.618 4.487
H -5.136 0.135 5.672
H -6.538 -1.047 5.562
H -5.893 -0.485 4.159
H -4.330 -2.020 6.318
H -4.494 -4.016 5.024
H -5.491 -3.312 3.798
H -5.511 -3.246 7.303
H -5.965 -4.976 6.954
H -7.192 -3.816 7.489
H -2.920 -2.500 4.365
H -3.661 -1.319 3.559
C 0.929 -6.882 3.876
C 0.495 -5.384 4.140
C 1.688 -4.489 4.468
O 2.751 -4.710 3.478
C 3.767 -3.771 3.601
N -0.137 -4.915 2.951
H 1.536 -7.070 2.991
H 0.039 -7.511 3.848
H 1.483 -7.349 4.691
H -0.105 -5.495 5.043
H 2.094 -4.722 5.453
H 1.236 -3.497 4.484
H 4.330 -3.720 4.533
H 3.321 -2.786 3.462
H 4.496 -3.867 2.796
H -0.702 -5.645 2.541
H 0.641 -4.758 2.327
C 8.633 0.695 2.531
C 9.873 0.145 3.189
C 10.366 1.026 4.289
O 10.944 2.208 3.801
C 11.746 2.883 4.780
N 9.517 -1.184 3.714
H 7.827 1.030 3.184
H 8.113 0.046 1.826
H 9.014 1.588 2.036
H 10.745 0.058 2.541
H 11.102 0.463 4.863
H 9.579 1.337 4.976
H 12.338 3.686 4.340
H 12.482 2.167 5.145
H 11.196 3.225 5.656
H 9.067 -1.067 4.610
H 10.379 -1.667 3.923
C 6.614 5.824 5.632
C 5.560 6.666 6.346
C 4.119 6.269 5.834
O 3.853 6.943 4.624
C 3.252 8.282 4.694
N 5.741 6.506 7.730
H 6.506 5.905 4.550
H 6.411 4.768 5.809
H 7.640 6.067 5.906
H 5.812 7.710 6.159
H 3.368 6.373 6.617
H 4.052 5.209 5.588
H 3.957 9.066 4.969
H 2.423 8.199 5.397
H 2.821 8.590 3.741
H 5.320 5.619 7.964
H 5.053 7.140 8.110
C 5.041 2.466 -3.779
C 4.976 3.889 -3.355
C 5.280 4.967 -4.503
O 6.477 4.741 -5.171
C 7.716 4.767 -4.291
N 3.634 4.076 -2.789
H 6.034 2.206 -4.146
H 4.361 2.258 -4.605
H 4.929 1.799 -2.924
H 5.823 3.964 -2.673
H 5.184 5.982 -4.117
H 4.479 4.821 -5.228
H 8.621 4.532 -4.852
H 7.701 4.087 -3.440
H 7.670 5.792 -3.923
H 3.433 3.411 -2.056
H 2.943 3.736 -3.441
C 9.287 11.003 -1.556
C 8.191 11.126 -0.468
C 8.349 10.150 0.706
O 8.280 8.771 0.366
C 6.946 8.423 -0.004
N 8.101 12.540 0.013
H 9.120 10.025 -2.008
H 10.336 11.126 -1.288
H 9.044 11.635 -2.411
H 7.266 10.898 -0.998
H 7.731 10.544 1.513
H 9.356 10.241 1.113
H 6.861 7.336 0.030
H 6.589 8.705 -0.995
H 6.122 8.780 0.614
H 9.061 12.840 0.104
H 7.736 12.587 0.954
C -0.331 0.110 -1.961
C -0.223 -0.626 -0.666
C 0.045 0.383 0.446
O 1.208 1.120 0.162
C 1.791 1.896 1.230
N -1.447 -1.391 -0.342
H -0.661 -0.593 -2.726
H 0.658 0.473 -2.241
H -1.067 0.914 -1.967
H 0.569 -1.367 -0.779
H 0.124 -0.138 1.401
H -0.734 1.134 0.569
H 2.204 1.230 1.988
H 1.047 2.492 1.758
H 2.586 2.541 0.854
H -1.317 -1.870 0.537
H -1.603 -2.179 -0.955
C -8.015 -1.432 -9.239
C -7.270 -0.113 -9.620
C -5.955 -0.214 -10.436
O -4.775 -0.660 -9.664
C -4.494 0.089 -8.507
N -8.348 0.619 -10.259
H -8.173 -2.094 -10.090
H -8.968 -1.201 -8.764
H -7.527 -1.941 -8.408
H -7.143 0.505 -8.731
H -5.794 0.827 -10.715
H -6.143 -0.829 -11.316
H -5.291 -0.049 -7.776
H -4.352 1.155 -8.689
H -3.552 -0.195 -8.037
H -7.980 1.504 -10.578
H -9.044 0.805 -9.552
C -7.919 -5.015 -3.676
C -7.578 -3.684 -3.021
C -7.641 -3.671 -1.475
O -8.972 -3.534 -0.957
C -9.241 -3.659 0.454
N -6.207 -3.407 -3.429
H -7.886 -4.999 -4.765
H -8.860 -5.323 -3.220
H -7.263 -5.775 -3.252
H -8.236 -2.881 -3.354
H -7.038 -2.854 -1.080
H -7.221 -4.635 -1.188
H -9.188 -2.697 0.965
H -8.543 -4.314 0.976
H -10.301 -3.906 0.404
H -5.912 -2.467 -3.204
H -6.101 -3.582 -4.418
C -5.043 -10.008 1.179
C -5.714 -8.688 0.856
C -6.730 -8.251 2.009
O -8.014 -8.962 2.078
C -9.170 -8.282 2.678
N -4.655 -7.704 0.762
H -5.741 -10.845 1.200
H -4.501 -10.011 2.124
H -4.344 -10.272 0.385
H -6.212 -8.624 -0.112
H -6.916 -7.212 1.739
H -6.269 -8.187 2.995
H -9.019 -7.894 3.685
H -10.051 -8.906 2.827
H -9.495 -7.501 1.991
H -3.988 -8.070 0.097
H -5.054 -6.879 0.338
C -10.507 2.202 2.474
C -9.583 2.871 1.495
C -8.935 1.904 0.497
O -7.888 2.621 -0.157
C -6.816 1.922 -0.792
N -10.317 3.966 0.824
H -11.191 2.850 3.023
H -10.077 1.560 3.243
H -11.165 1.567 1.882
H -8.815 3.401 2.059
H -9.721 1.489 -0.135
H -8.516 1.061 1.046
H -7.151 1.600 -1.779
H -6.361 1.043 -0.335
H -6.020 2.595 -1.112
H -9.635 4.702 0.702
H -10.546 3.595 -0.087
*
```

Calculated values
- Relative energy (zero: lowest compared OMol25 entry of this formula, charge and spin): 125.0 kcal per mole
- Total energy: -3620.36030 Eh
- HOMO level: -9.037 eV
- Kohn-Sham gap: 9.08 eV

***

2.
# C25H56NbO29S7

A molecular structure, C25H56NbO29S7 at a distorted geometry (ωB97M-V/def2-TZVPD, OMol25).

Geometry as ORCA input:
```
! wB97M-V def2-TZVPD RIJCOSX def2/J DEFGRID3
* xyz -1 1
C 2.564 2.306 1.793
O 2.070 3.114 0.636
C 0.846 2.464 0.076
C 0.301 3.283 -1.266
C -0.487 4.684 -0.806
C -2.006 4.249 -0.267
C -2.346 5.120 1.083
C -3.608 4.554 1.967
C -4.904 4.063 1.089
C -5.314 2.464 1.351
C -4.051 1.534 0.873
C -4.350 -0.086 0.876
Nb -2.700 -1.004 -0.480
H 2.420 2.975 2.769
H 3.706 2.057 1.712
H 1.959 1.309 1.891
H 1.152 1.371 -0.212
H 0.025 2.437 0.938
H -0.439 2.519 -1.806
H 1.250 3.522 -1.930
H -0.631 5.411 -1.712
H 0.106 5.137 0.097
H -2.852 4.503 -1.066
H -1.930 3.077 -0.078
H -2.519 6.257 0.770
H -1.368 5.073 1.763
H -3.192 3.714 2.700
H -3.960 5.435 2.691
H -5.837 4.696 1.475
H -4.796 4.315 -0.064
H -5.487 2.288 2.518
H -6.319 2.263 0.781
H -3.768 1.806 -0.255
H -3.096 1.766 1.519
H -4.283 -0.584 1.947
H -5.372 -0.367 0.353
H -3.275 0.067 -1.866
H -3.858 -2.299 -1.004
H -2.045 -2.020 0.878
H -1.536 0.334 0.026
H -1.367 -1.608 -1.586
C 0.213 -5.496 -3.630
C -0.559 -4.378 -4.326
O -1.924 -4.593 -3.974
S -1.990 -5.242 -2.480
O -2.241 -4.177 -1.535
O -2.788 -6.445 -2.540
O -0.420 -5.666 -2.364
H 0.127 -6.437 -4.183
H 1.270 -5.248 -3.498
H -0.433 -4.397 -5.411
H -0.262 -3.396 -3.942
C -7.614 1.585 6.047
C -8.957 2.308 6.006
O -8.704 3.526 5.310
S -7.531 3.272 4.206
O -8.160 3.037 2.925
O -6.495 4.258 4.404
O -7.004 1.841 4.783
H -6.967 1.999 6.828
H -7.728 0.509 6.204
H -9.353 2.509 7.004
H -9.694 1.737 5.431
C 4.250 7.457 2.483
C 3.532 7.622 1.146
O 3.805 6.422 0.426
S 3.940 5.188 1.484
O 2.670 4.497 1.536
O 5.194 4.513 1.242
O 4.086 6.085 2.837
H 5.322 7.657 2.382
H 3.831 8.104 3.258
H 3.884 8.494 0.589
H 2.449 7.692 1.286
C 7.772 2.547 0.144
C 7.946 2.787 -1.354
O 9.184 2.164 -1.690
S 9.402 0.865 -0.728
O 8.973 -0.310 -1.453
O 10.698 0.974 -0.101
O 8.258 1.226 0.377
H 8.382 3.243 0.728
H 6.727 2.629 0.456
H 7.968 3.850 -1.605
H 7.153 2.295 -1.927
C -0.341 -10.478 -0.416
C 0.053 -10.758 -1.864
O -0.079 -9.507 -2.535
S 0.269 -8.305 -1.489
O 1.646 -7.914 -1.693
O -0.826 -7.363 -1.494
O 0.189 -9.187 -0.120
H -1.429 -10.433 -0.305
H 0.064 -11.224 0.273
H -0.584 -11.514 -2.330
H 1.100 -11.070 -1.935
C -2.164 -7.421 -8.807
C -2.897 -6.136 -8.429
O -1.980 -5.411 -7.613
S -0.460 -5.733 -8.109
O -0.036 -4.665 -8.988
O 0.311 -6.164 -6.967
O -0.808 -7.037 -9.023
H -2.187 -8.144 -7.986
H -2.578 -7.882 -9.708
H -3.825 -6.330 -7.887
H -3.113 -5.530 -9.315
C 6.738 0.356 4.703
C 5.966 1.474 4.008
O 4.601 1.260 4.359
S 4.534 0.610 5.854
O 4.283 1.676 6.798
O 3.736 -0.593 5.794
O 6.104 0.186 5.970
H 6.652 -0.585 4.150
H 7.794 0.604 4.835
H 6.092 1.455 2.923
H 6.263 2.456 4.391
*
```

Calculated values
- Relative energy (zero: lowest compared OMol25 entry of this formula, charge and spin): 216.0 kcal per mole
- Total energy: -6011.58556 Eh
- HOMO level: -3.991 eV
- Kohn-Sham gap: 5.49 eV